52
Properties=species:S:1:pos:R:3 method="wB97M-V/def2-TZVPD" spin_multiplicity=3 total_energy_ha=-3296.31250 s_squared=2.01 gap_ev="6.3 / 7.9" charge=+1
Ti -0.21 -0.27 0.25
P 2.09 -1.03 0.28
C 2.27 -1.15 -1.53
C 0.99 -1.54 -2.23
N -0.18 -1.12 -1.69
C -1.35 -1.37 -2.32
C -1.39 -2.18 -3.44
C -0.20 -2.65 -3.99
C 1.00 -2.30 -3.39
C -2.61 -0.78 -1.74
P -2.24 0.66 -0.68
H 1.97 -2.63 -3.76
H -2.37 -2.42 -3.86
H -0.22 -3.26 -4.88
H -3.27 -0.40 -2.53
H -3.19 -1.52 -1.15
H 2.63 -0.16 -1.89
H 3.04 -1.90 -1.73
H 0.84 3.54 -1.87
O 1.35 2.82 -2.33
H 2.10 3.26 -2.77
H -0.33 4.35 -0.01
O -0.38 4.37 -0.98
H -1.00 5.10 -1.19
C -2.09 2.04 -1.82
H -3.02 2.18 -2.38
H -1.83 2.93 -1.23
H -1.24 1.90 -2.50
C -3.70 0.99 0.31
H -3.53 1.91 0.89
H -4.58 1.10 -0.34
H -3.86 0.16 1.02
C 2.41 -2.67 0.98
H 3.45 -2.97 0.77
H 2.26 -2.62 2.07
H 1.71 -3.41 0.58
C 3.48 -0.03 0.82
H 3.27 0.34 1.84
H 4.40 -0.64 0.82
H 3.59 0.84 0.16
F -0.42 -1.58 6.47
C -0.26 -0.89 5.33
C 0.21 0.42 5.37
F 0.50 0.99 6.56
C 0.37 1.14 4.18
F 0.88 2.40 4.20
C 0.01 0.58 2.94
S 0.21 1.59 1.45
C -0.46 -0.74 2.96
F -0.97 -1.40 1.77
C -0.60 -1.49 4.11
F -1.06 -2.75 4.11